DFT (ωB97M-V/def2-TZVPD) results for an isolated ion of composition CH5N3 and charge -1 at a distorted geometry.

Output
LUMO energy (alpha / beta) = 4.0 / 4.6 eV
energy above the lowest of the compared OMol25 structures with the same formula, charge and spin = 1.172 eV

ORCA input file:
```
! wB97M-V def2-TZVPD RIJCOSX def2/J DEFGRID3
* xyz -1 2
N -1.008 0.234 -0.618
N 1.367 0.227 -0.675
N 0.257 -0.465 1.205
C 0.236 0.036 -0.080
H -1.146 0.318 -1.614
H -1.780 0.175 0.045
H -0.496 -0.214 1.842
H 1.381 0.255 -1.681
H 1.189 -0.567 1.575
*
```

DFT (ωB97M-V/def2-TZVPD) results for a 3-piece molecular cluster, C10H17F5N2O2SSi overall at a distorted geometry.

Output
LUMO energy = -0.3 eV

ORCA input file:
```
! wB97M-V def2-TZVPD RIJCOSX def2/J DEFGRID3
* xyz 0 1
S -0.485 1.533 3.142
Si -1.099 -0.183 1.936
F -2.107 3.657 3.621
F -2.139 2.956 1.341
F 0.794 3.714 1.019
F 0.862 4.472 3.400
F -0.573 5.599 1.863
O 1.089 1.503 3.128
O -0.882 1.390 4.654
N 1.839 -0.212 -0.679
N -3.746 -2.785 1.095
C -1.219 3.138 2.515
C 1.904 0.771 -1.466
C 3.442 2.222 -2.790
C -3.558 -3.412 0.017
C -0.973 -4.815 -0.573
C -0.005 4.238 2.184
C -3.331 -4.168 -1.282
C -2.336 -5.306 -1.051
C 1.982 1.955 -2.416
C 4.312 2.557 -1.583
H -4.286 -4.570 -1.636
H 3.862 1.345 -3.298
H -2.953 -3.474 -2.041
H -1.785 0.296 0.720
H -1.042 -4.308 0.394
H 3.930 3.439 -1.056
H -2.739 -6.008 -0.310
H 3.482 3.055 -3.500
H 1.542 2.834 -1.933
H 0.084 -1.016 1.605
H 4.357 1.724 -0.874
H 5.338 2.768 -1.901
H -0.531 -4.120 -1.296
H -0.287 -5.659 -0.449
H 1.398 1.734 -3.315
H -2.205 -5.863 -1.985
H -1.939 -1.000 2.801
*
```

DFT (ωB97M-V/def2-TZVPD) results for one molecule with the formula C9H15BrO at a distorted geometry.

Output
LUMO energy (alpha / beta) = 0.6 / -1.5 eV

ORCA input file:
```
! wB97M-V def2-TZVPD RIJCOSX def2/J DEFGRID3
* xyz 0 3
Br -2.066 -1.270 1.673
O 1.547 -2.476 0.304
C -0.828 -1.499 -1.538
C 1.398 -0.324 -1.829
C 0.287 -0.663 -0.831
C 0.058 0.154 2.781
C 0.802 1.674 0.419
C -1.510 1.216 -0.376
C -0.271 0.523 0.125
C -0.372 -0.337 1.447
C 0.833 -1.542 0.228
H -0.627 -2.660 -1.431
H -0.870 -1.230 -2.562
H -1.830 1.993 0.483
H 0.795 2.317 -0.520
H -2.205 0.488 -0.522
H 1.475 -1.067 -2.735
H -1.288 1.634 -1.435
H 1.703 1.159 0.588
H -1.798 -1.373 -1.271
H 0.505 -0.679 3.337
H 0.367 2.082 1.249
H 1.350 0.578 -2.450
H 2.458 -0.226 -1.297
H -0.684 0.441 3.443
H 0.772 1.086 2.718
*
```

DFT (ωB97M-V/def2-TZVPD) results for a 3-piece molecular cluster, C4H16N2O2 overall at a distorted geometry.

Output
LUMO energy = 0.5 eV
energy above the lowest of the compared OMol25 structures with the same formula, charge and spin = 1.316 eV

ORCA input file:
```
! wB97M-V def2-TZVPD RIJCOSX def2/J DEFGRID3
* xyz 0 1
O -0.632 3.306 0.431
O 0.152 -0.267 3.176
N 0.751 -0.506 -0.172
N -2.541 -1.995 0.409
C -1.542 -1.424 -0.494
C 1.915 1.233 -1.449
C -0.065 -1.705 -0.161
C 0.642 0.451 -1.259
H 0.104 2.747 0.154
H -0.153 4.023 0.870
H 0.904 0.303 3.367
H 0.343 -0.051 -2.170
H -1.709 -1.821 -1.509
H 1.562 -0.416 0.411
H 1.926 1.662 -2.450
H 0.428 -2.581 -0.619
H 2.833 0.656 -1.301
H -0.156 1.161 -0.998
H -0.243 -0.117 2.310
H -0.026 -2.092 0.864
H -2.573 -1.412 1.240
H 1.966 2.088 -0.780
H -1.701 -0.363 -0.633
H -2.185 -2.880 0.762
*
```

DFT (ωB97M-V/def2-TZVPD) results for C53H64GeN2P2RhSSi4 as an isolated structure at a distorted geometry.

Output
LUMO energy (alpha / beta) = -7.0 / -7.3 eV
energy above the lowest of the compared OMol25 structures with the same formula, charge and spin = 2.974 eV

ORCA input file:
```
! wB97M-V def2-TZVPD RIJCOSX def2/J DEFGRID3
* xyz 2 2
Rh -0.140 -0.147 0.268
Ge -1.656 1.691 -0.097
S 4.435 1.715 0.525
P 0.564 -0.545 -2.219
P 0.497 -0.915 2.563
Si -2.540 2.572 -2.557
Si -1.039 -2.394 -0.066
Si -4.242 0.974 0.672
Si -1.505 4.122 0.990
N 1.871 2.411 0.996
N 2.316 0.217 0.368
C 4.632 0.040 0.065
C -1.664 -1.637 -5.446
C 3.209 -0.643 3.149
C -1.385 1.225 5.465
C 1.601 -5.023 -2.006
C 2.194 -1.532 2.798
C 0.173 -0.085 4.167
C 2.716 1.422 0.651
C 0.961 -0.254 5.303
C -3.087 1.024 -3.529
C 0.693 -4.475 -1.117
C -2.968 5.350 0.960
C -1.850 -4.826 3.242
C 5.722 -1.971 -0.554
C 1.840 1.840 -2.306
C -3.859 -0.186 2.136
C 4.818 -2.412 3.028
C -0.991 0.676 4.257
C -0.603 1.041 6.592
C 4.515 -1.080 3.265
C -0.347 0.236 -6.160
C 4.502 -2.634 -0.506
C -1.780 -4.284 1.971
C 2.508 -2.867 2.559
C 3.815 -3.302 2.686
C 1.810 -2.898 -3.097
C -4.034 3.723 -2.234
C 2.141 -4.238 -3.014
C -5.347 2.447 1.164
C 3.339 -1.968 -0.178
C 0.968 -2.328 -2.149
C 0.208 0.337 -4.896
C -0.541 -3.004 4.074
C -0.156 -0.564 -3.899
C -1.228 -4.180 4.300
C -0.047 4.852 -0.019
C 4.093 2.325 -2.937
C 2.846 2.762 -2.516
C 0.574 0.312 6.504
C -1.022 3.775 2.812
C -1.121 3.469 -3.464
C -1.104 -1.547 -4.186
C 3.382 -0.604 0.066
C 4.323 0.973 -3.127
C -2.676 -3.038 -0.890
C 0.360 -3.128 -1.175
C -0.464 -2.463 2.794
C 2.055 0.478 -2.514
C 3.315 0.047 -2.909
C -1.077 -3.110 1.717
C 5.804 -0.625 -0.241
C -4.948 0.038 -0.831
C -1.284 -0.747 -6.440
H -5.775 -0.593 -0.511
H -4.213 -0.605 -1.300
H 0.231 -5.104 -0.370
H -3.511 -2.979 -0.199
H -2.932 -0.740 1.985
H -3.843 4.467 -1.472
H 0.555 5.508 0.606
H 5.299 -0.389 3.538
H 0.608 4.084 -0.422
H 1.180 0.169 7.385
H -0.906 1.451 7.541
H 3.531 -1.003 -3.026
H 1.865 -6.067 -1.939
H -2.678 1.055 -4.533
H -3.783 0.359 3.073
H -1.910 3.669 3.426
H -4.166 0.971 -3.621
H -0.432 2.872 2.941
H 0.957 2.096 1.316
H -0.578 4.172 -2.843
H -1.530 4.028 -4.303
H 5.837 -2.752 3.118
H -0.410 2.758 -3.872
H -2.877 6.027 1.807
H 6.750 -0.106 -0.226
H -1.593 0.818 3.367
H 4.888 3.034 -3.101
H -4.915 3.160 -1.946
H 2.190 -2.302 -3.915
H 2.815 -4.668 -3.737
H -4.656 -0.915 2.259
H -5.340 0.715 -1.583
H -2.559 -4.079 -1.182
H -0.416 5.451 -0.845
H 4.047 -4.343 2.521
H 0.867 2.157 -1.944
H -2.954 5.957 0.060
H -1.378 -2.255 -3.417
H -2.944 -2.483 -1.782
H -0.446 4.602 3.219
H -3.942 4.879 1.033
H -5.011 2.929 2.076
H 5.295 0.633 -3.450
H 2.406 -2.495 -0.081
H -6.352 2.076 1.347
H -1.277 -4.588 5.298
H -2.278 -4.791 1.158
H -0.058 -2.497 4.896
H 2.674 3.814 -2.344
H 6.620 -2.513 -0.806
H -4.275 4.249 -3.154
H -2.306 1.787 5.534
H -2.387 -5.748 3.410
H 1.868 -0.840 5.258
H 2.258 3.247 1.398
H 4.460 -3.691 -0.721
H 2.956 0.393 3.345
H -2.738 0.106 -3.069
H 1.727 -3.566 2.296
H -1.706 -0.831 -7.430
H -0.036 0.924 -6.933
H -2.392 -2.407 -5.651
H -5.427 3.199 0.386
H 0.953 1.095 -4.700
*
```

DFT (ωB97M-V/def2-TZVPD) results for a 21-piece molecular cluster, H41O21 overall at a distorted geometry.

Output
LUMO energy = 2.1 eV
energy above the lowest of the compared OMol25 structures with the same formula, charge and spin = 3.758 eV

ORCA input file:
```
! wB97M-V def2-TZVPD RIJCOSX def2/J DEFGRID3
* xyz -1 1
O -0.866 1.701 4.689
O 2.995 -1.236 -3.747
O -4.758 -2.285 -0.031
O -0.095 0.085 1.125
O 1.820 -2.857 -0.081
O -1.651 -3.714 -2.246
O 2.697 1.094 0.877
O 1.672 -0.733 3.934
O 1.664 3.129 3.119
O -2.847 3.149 2.072
O 1.290 -0.378 -0.850
O 1.613 5.095 0.104
O -0.529 1.268 -2.687
O -2.056 -4.149 2.112
O 3.223 3.065 -1.762
O -3.228 0.799 -2.077
O 0.187 -4.708 0.842
O -0.496 4.064 -1.896
O -3.685 -1.948 -3.724
O -2.677 -0.835 0.729
O 3.842 -1.037 -1.146
H -0.036 2.056 4.429
H 0.388 0.967 -2.465
H -2.024 3.181 1.619
H -2.361 -0.085 1.223
H 1.661 -1.878 -0.188
H -2.873 1.682 -2.245
H -2.362 0.461 -2.283
H 2.886 2.311 -1.228
H -0.872 -4.318 -2.229
H -2.966 4.031 2.459
H 2.671 -3.152 0.317
H -0.752 0.562 -3.265
H 4.147 2.903 -2.020
H 2.651 0.457 1.608
H 1.940 4.162 0.090
H -4.081 -1.597 -2.895
H 0.305 3.834 -1.269
H -0.841 0.833 4.297
H -2.662 -0.448 -0.129
H 0.817 -0.304 3.647
H -3.119 -2.656 -3.370
H -5.198 -1.555 0.412
H 4.467 -0.399 -1.499
H -2.109 -3.190 2.170
H 0.415 -0.248 0.185
H 1.373 5.152 1.014
H -1.110 -4.395 2.074
H -0.646 -0.667 1.274
H 2.039 0.704 0.276
H 0.909 -4.489 0.141
H 1.726 -0.650 4.875
H -1.828 -3.590 -1.289
H -3.882 -2.082 0.353
H -0.068 4.286 -2.716
H 2.563 3.379 2.927
H 2.945 -1.700 -2.904
H 2.406 -0.541 -3.894
H 0.015 -3.869 1.254
H 1.508 2.466 2.377
H 2.998 -0.702 -0.832
H 0.847 -0.479 -1.658
*
```